# 1
Molecular formula: C20H26BClF2N4O9
Method: DFT, wB97M-V/def2-TZVPD

The geometry in XYZ format:
```
63
Properties=species:S:1:pos:R:3
Cl -1.233 -1.551 0.321
F 1.870 -5.354 2.113
F 6.406 -1.030 -4.816
O -1.661 -6.180 -0.448
O 1.664 5.056 3.067
O 3.517 -2.748 -4.213
O 0.333 -5.611 0.505
O -1.491 -5.882 1.813
O 3.368 0.867 0.639
O -2.545 6.179 1.877
O 4.387 -0.683 -3.912
O 2.186 -1.057 -3.436
N -0.886 4.792 3.284
N -5.986 3.110 0.837
N -5.232 1.393 -0.871
N -3.991 1.682 1.295
C -0.384 -5.671 2.667
C 0.118 1.291 -0.305
C -1.762 5.109 2.053
C -4.798 2.382 0.190
C 5.457 -1.592 -4.034
C 0.511 4.490 2.702
C -2.220 3.034 -0.072
C 0.618 -2.579 -1.547
C 4.840 -2.769 -4.709
C 3.009 2.131 2.963
C 0.607 -5.027 1.758
C -3.742 3.501 -0.466
C 0.518 -1.444 -0.322
C 0.922 2.116 0.907
C -1.390 3.834 1.093
C -1.425 1.739 -0.770
C 3.271 -1.459 -3.823
C -0.994 -5.915 0.538
C 0.121 3.392 1.551
C 0.780 0.016 -1.095
B 2.418 1.706 1.453
H -3.865 3.558 -1.641
H -0.655 -5.028 3.509
H 0.414 -3.670 -1.177
H -5.288 1.830 -1.829
H -4.026 4.568 -0.017
H -6.590 2.312 1.200
H -0.812 5.605 3.939
H 3.245 -0.057 1.057
H 1.657 -2.496 -2.128
H 3.489 3.210 2.802
H 5.871 -1.808 -3.043
H 4.821 -2.670 -5.799
H -4.509 1.802 2.199
H -1.967 1.095 -1.613
H 3.885 1.442 3.322
H 0.510 -3.938 1.687
H -0.201 -2.243 -2.346
H 5.341 -3.706 -4.450
H 0.182 -0.086 -2.122
H 1.341 -1.671 0.483
H 2.142 2.260 3.758
H -0.038 -6.634 3.057
H -4.540 0.606 -0.984
H -3.914 0.654 1.114
H 1.907 0.153 -1.402
H -5.579 3.642 1.641
```

As for the orbital gap: 7.62 eV. As for the lowest unoccupied orbital energy: -1.07 eV. Its highest occupied orbital energy is -8.696 eV. The SMILES is CB(O)c1c(C[C@H](C)Cl)cc(CC(N)(N)N)c2c1C(=O)NC2=O.O=C1OC[C@@H](F)O1.O=C1OC[C@@H](F)O1.

# 2
Molecular formula: C4H12N4
Method: DFT, wB97M-V/def2-TZVPD

The geometry in XYZ format:
```
20
Properties=species:S:1:pos:R:3
N -1.870 0.957 -0.301
N 0.109 2.057 -1.049
N 0.000 1.200 1.139
N 1.303 1.745 1.359
C 0.408 -1.198 -0.035
C 1.372 -1.211 -0.959
C -0.423 -2.428 0.222
C -0.551 1.353 -0.218
H 0.217 -0.100 1.042
H -2.333 1.231 -1.157
H 1.404 2.491 0.663
H -0.664 1.366 1.898
H -1.402 -2.358 -0.269
H 0.054 -3.358 -0.118
H -2.164 0.162 0.247
H -0.616 -2.544 1.294
H 1.935 1.013 1.023
H -0.295 2.010 -1.981
H 1.579 -2.075 -1.594
H 1.937 -0.312 -1.204
```

As for the orbital gap: 8.46 eV. As for the lowest unoccupied orbital energy: 0.69 eV. Its highest occupied orbital energy is -7.761 eV.

# 3
Molecular formula: C14H16
Method: DFT, wB97M-V/def2-TZVPD

The geometry in XYZ format:
```
30
Properties=species:S:1:pos:R:3
C -2.420 0.793 -1.459
C 2.400 -0.968 1.644
C 1.563 -1.117 2.749
C 0.454 -1.954 2.676
C -0.897 2.452 -0.614
C -3.240 1.014 -0.361
C 2.021 -1.494 0.418
C -1.228 1.502 -1.574
C 2.901 -1.314 -0.806
C 0.917 -2.346 0.341
C -2.873 1.925 0.622
C -1.701 2.654 0.502
C -0.235 1.237 -2.701
C 0.105 -2.521 1.468
H 3.268 -0.337 1.786
H -0.233 0.212 -3.062
H 0.084 2.908 -0.699
H 3.648 -0.590 -0.497
H 0.728 1.524 -2.291
H -3.585 2.126 1.414
H -2.740 0.102 -2.224
H 2.356 -0.882 -1.639
H 1.805 -0.551 3.639
H -1.449 3.404 1.238
H -0.667 -3.282 1.410
H 3.421 -2.207 -1.126
H 0.464 -2.499 -0.634
H -4.210 0.542 -0.299
H -0.047 -2.154 3.616
H -0.609 1.822 -3.538
```

As for the orbital gap: 9.87 eV. As for the lowest unoccupied orbital energy: 0.93 eV. Its highest occupied orbital energy is -8.946 eV. The SMILES is Cc1ccccc1.Cc1ccccc1.

# 4
Molecular formula: C4H8N2O2
Method: DFT, wB97M-V/def2-TZVPD

The geometry in XYZ format:
```
16
Properties=species:S:1:pos:R:3
O -1.450 0.979 1.238
O -1.092 -1.082 -1.581
N 1.447 0.698 0.746
N -1.019 1.395 -1.556
C -0.686 -0.117 -0.922
C 0.809 -0.413 0.161
C 0.463 -1.515 1.125
C -1.382 0.611 0.121
H -0.118 -2.286 0.614
H -0.128 -1.143 1.967
H 1.368 -1.980 1.527
H 1.378 -0.763 -0.700
H -1.810 1.262 -2.183
H 0.971 1.054 1.570
H 1.647 1.447 0.092
H -0.398 1.852 -2.219
```

As for the orbital gap (spin up / spin down): 8.26 / 8.25 eV. As for the lowest unoccupied orbital energy (spin up / spin down): 0.07 / 0.07 eV. Its highest occupied orbital energy (spin up / spin down) is -8.185 / -8.185 eV.

Respective energy above the lowest of the compared OMol25 structures with the same formula, charge and spin values: 1316.7 401.8 62.5 473.2 kJ/mol.